# C44H57IN10O4

11 unconnected molecules or ions with the total composition C44H57IN10O4 at a distorted geometry (wB97M-V/def2-TZVPD, the Open Molecules 2025 dataset).

Structure (XYZ):
```
116
C44H57IN10O4, DFT wB97M-V/def2-TZVPD
C -2.31 3.00 -3.78
O -1.41 1.86 -3.93
C -0.04 2.23 -4.30
C 1.10 1.80 -3.17
O 2.44 2.33 -3.44
I 0.45 2.74 -1.25
O 1.03 0.35 -2.94
C 2.02 -0.40 -3.73
O 2.27 -0.26 -5.03
H -3.30 2.89 -4.45
H -2.71 3.05 -2.66
H -1.86 4.05 -4.02
H 0.21 1.63 -5.30
H 0.13 3.36 -4.55
H 3.03 2.33 -2.63
H 2.63 -1.25 -3.15
N -0.15 -1.95 -1.39
C -0.63 -2.07 -0.12
C -0.03 -3.16 0.47
C 0.86 -3.71 -0.49
C 0.77 -2.94 -1.63
H -0.42 -1.23 -2.05
H -1.37 -1.38 0.27
H -0.20 -3.52 1.47
H 1.50 -4.57 -0.36
H 1.28 -3.01 -2.58
N -0.93 1.04 3.03
C -0.42 1.59 4.17
C -0.44 2.96 4.03
C -0.98 3.25 2.76
C -1.28 2.04 2.16
H -1.03 0.05 2.85
H -0.09 0.96 4.99
H -0.10 3.67 4.77
H -1.14 4.22 2.32
H -1.70 1.81 1.19
N 3.69 -3.43 -4.57
C 3.91 -4.32 -3.55
C 5.02 -5.06 -3.87
C 5.49 -4.60 -5.12
C 4.65 -3.59 -5.53
H 2.94 -2.75 -4.61
H 3.26 -4.34 -2.69
H 5.45 -5.85 -3.27
H 6.35 -4.97 -5.67
H 4.66 -2.97 -6.42
N 1.54 0.19 -8.25
C 1.99 -0.35 -9.43
C 1.08 -0.04 -10.41
C 0.05 0.72 -9.81
C 0.35 0.84 -8.47
H 2.00 0.11 -7.35
H 2.92 -0.90 -9.46
H 1.15 -0.32 -11.46
H -0.83 1.13 -10.30
H -0.16 1.34 -7.67
N 0.44 5.80 7.12
C 1.49 6.60 7.50
C 1.41 7.77 6.79
C 0.26 7.68 5.96
C -0.32 6.45 6.19
H 0.25 4.87 7.48
H 2.20 6.26 8.24
H 2.09 8.61 6.86
H -0.10 8.43 5.26
H -1.20 5.99 5.77
N 1.75 5.11 11.09
C 1.14 4.61 12.21
C 2.08 3.91 12.93
C 3.30 3.99 12.22
C 3.07 4.74 11.09
H 1.30 5.67 10.37
H 0.09 4.80 12.40
H 1.90 3.39 13.86
H 4.25 3.55 12.50
H 3.73 5.04 10.28
N -1.27 -2.07 -8.49
C -2.62 -1.92 -8.31
C -3.04 -2.89 -7.44
C -1.91 -3.66 -7.07
C -0.83 -3.12 -7.74
H -0.69 -1.49 -9.08
H -3.16 -1.13 -8.82
H -4.06 -3.04 -7.10
H -1.88 -4.50 -6.40
H 0.22 -3.40 -7.74
N -3.33 -5.04 0.65
C -4.68 -4.88 0.83
C -5.10 -5.86 1.70
C -3.97 -6.62 2.07
C -2.88 -6.09 1.40
H -2.75 -4.46 0.05
H -5.22 -4.10 0.32
H -6.12 -6.01 2.04
H -3.94 -7.47 2.74
H -1.84 -6.37 1.40
N -7.48 -1.75 3.62
C -7.97 -1.88 4.90
C -7.36 -2.97 5.48
C -6.47 -3.51 4.53
C -6.56 -2.74 3.39
H -7.75 -1.04 2.96
H -8.70 -1.18 5.28
H -7.54 -3.33 6.49
H -5.83 -4.38 4.65
H -6.06 -2.81 2.44
N 3.87 0.94 0.10
C 5.03 1.13 -0.61
C 6.04 1.40 0.28
C 5.47 1.38 1.58
C 4.13 1.09 1.43
H 2.97 0.73 -0.31
H 5.04 1.04 -1.69
H 7.07 1.60 0.03
H 5.98 1.55 2.52
H 3.34 0.98 2.17
```

For the total energy, the calculation gives -2856.81768 hartree. The calculation puts the LUMO energy at -1.051 eV. For the HOMO energy, the calculation gives -8.101 eV. The multiplicity is 1. The SMILES is COC[C@@](O)(I)OC=O.c1cc[nH]c1.c1cc[nH]c1.c1cc[nH]c1.c1cc[nH]c1.c1cc[nH]c1.c1cc[nH]c1.c1cc[nH]c1.c1cc[nH]c1.c1cc[nH]c1.c1cc[nH]c1.

These are the Löwdin partial charges, in e, on atoms 1 to 6: atom 1 (C): -0.142, atom 2 (O): -0.249, atom 3 (C): -0.183, atom 4 (C): -0.737, atom 5 (O): -0.098, atom 6 (I): 0.935